# 1
Below is a structure of composition C21H31N9SeW, with properties calculated with ωB97M-V/def2-TZVPD.

Last column: Löwdin spin population.
Cartesian coordinates (Å):
W: -0.76413 0.34171 0.31497  1.733
Se: 6.31317 3.41754 0.31390  0.003
N: 5.61228 2.01339 1.13945  -0.001
C: 4.35188 1.95450 0.77378  0.001
C: 3.43285 0.92542 1.24536  0.002
C: 3.79138 -0.10184 2.12856  0.012
C: 2.83856 -1.02496 2.51763  -0.001
C: 1.54370 -0.91508 2.02803  0.018
N: 1.18028 0.06539 1.18741  0.005
C: 2.11682 0.97110 0.79722  0.002
C: 1.66385 1.99943 -0.11308  0.009
N: 0.34659 1.94750 -0.48158  0.012
C: -0.13225 2.89221 -1.31801  0.032
C: 0.66909 3.90576 -1.81722  -0.001
C: 2.00085 3.96119 -1.44779  0.036
C: 2.51855 2.99235 -0.57636  0.001
C: 3.90306 2.96882 -0.11847  0.001
N: 4.79349 3.86247 -0.48495  -0.003
H: 4.81069 -0.15597 2.49420  0.000
H: 3.08314 -1.82699 3.20109  0.000
H: 0.77913 -1.62681 2.31856  0.002
H: -1.18002 2.83608 -1.58346  0.002
H: 0.23827 4.64008 -2.48468  -0.001
H: 2.65414 4.74419 -1.81705  0.001
N: -2.70161 0.38496 -0.85842  0.019
C: -4.00318 0.63869 -0.11758  0.005
C: -3.97137 2.02522 0.49326  0.001
C: -2.70114 2.24951 1.29157  0.005
C: -2.49386 1.37631 2.53035  0.011
N: -1.07761 0.88991 2.45324  0.024
H: -2.64487 1.07213 -1.61385  0.007
H: -2.78514 -0.49911 -1.35818  0.002
H: -4.09668 -0.14858 0.63215  0.001
H: -4.83410 0.52555 -0.81251  0.000
H: -4.84286 2.16335 1.13841  0.000
H: -4.05700 2.78772 -0.28439  0.000
H: -2.52868 3.30576 1.51134  -0.001
H: -1.81654 2.07815 0.59855  0.004
H: -3.14025 0.49828 2.52842  0.001
H: -2.67418 1.91327 3.46071  0.002
H: -0.90336 0.15290 3.13623  0.002
H: -0.43719 1.64265 2.71447  0.007
C: -0.28518 -4.31140 0.32545  0.000
N: -0.82200 -3.00977 -0.16236  -0.002
C: -1.78283 -2.37063 0.67131  0.004
C: -0.23937 -2.33652 -1.18852  0.004
N: -0.12642 -0.95582 -1.07650  0.015
N: 0.23584 -2.95512 -2.23945  0.001
C: -0.20015 -4.31508 -2.65262  0.000
C: 1.16104 -2.30003 -3.18733  0.002
H: -0.01457 -4.19731 1.37479  0.000
H: 0.60689 -4.56870 -0.23399  0.000
H: -1.02638 -5.10010 0.21879  0.000
H: -1.92471 -2.92963 1.59586  0.000
H: -2.75386 -2.17855 0.21495  0.003
H: -1.41645 -1.36696 1.09465  0.010
H: 0.44359 -0.56465 -1.82207  0.008
H: -1.10172 -4.59677 -2.11894  0.000
H: 0.59752 -5.03472 -2.47884  0.000
H: -0.41484 -4.26507 -3.71815  0.000
H: 0.60710 -1.71272 -3.92053  0.000
H: 1.70995 -3.08155 -3.70582  0.000
H: 1.89075 -1.69305 -2.65200  0.000

Results
2S+1 ... 3
LUMO level (alpha / beta) ... -0.5078 / -0.5111 Ha
Charge ... +4
HOMO level (alpha / beta) ... -19.34 / -19.35 eV
Orbital gap (alpha / beta) ... 0.203 / 0.200 hartree
Calculated total energy ... -3778.695061 Eh
<S²> ... 2.017
Molar mass ... 672.3 g mol⁻¹
Energy above the lowest of the compared OMol25 structures with the same formula, charge and spin ... 0.183 eV



# 2
Below is a cluster of 3 separate species, C10H22IN3O3P in total, with properties calculated with ωB97M-V/def2-TZVPD.

Last column: natural (NBO) charge in e.
Cartesian coordinates (Å):
O: -2.30906 2.38576 -3.90966  -0.980
P: -3.19435 1.60461 -2.78573  0.982
I: -3.25103 -0.72894 -3.46546  -0.098
C: -1.92994 1.50344 -1.36709  -0.635
C: -1.79458 2.91913 -0.93811  0.282
N: -0.58661 3.23082 -0.68730  -0.385
C: 0.27721 2.04615 -0.74453  -0.272
C: -0.45993 1.14193 -1.72252  -0.414
H: -1.51742 1.89933 -4.18428  0.495
H: -2.37719 0.84945 -0.61788  0.300
H: -2.60768 3.63229 -0.88547  0.248
H: -0.26157 4.15911 -0.44397  0.452
H: 0.12515 1.57901 0.23700  0.280
H: 1.34985 2.18623 -0.80541  0.246
H: -0.18531 1.44133 -2.73515  0.194
H: -0.22550 0.09680 -1.54075  0.289
C: 1.58070 -2.74140 -0.50000  0.537
O: 0.72372 -1.89883 -0.27707  -0.671
N: 2.58227 -2.59789 -1.38010  -0.417
C: 3.57274 -3.63776 -1.59840  -0.402
C: 2.67458 -1.36290 -2.13604  -0.415
H: 1.59585 -3.71124 0.02019  0.121
H: 4.57146 -3.26661 -1.36501  0.204
H: 3.55354 -3.96917 -2.63736  0.205
H: 3.35787 -4.48891 -0.95665  0.218
H: 2.78457 -0.51284 -1.46012  0.204
H: 1.77145 -1.21466 -2.73091  0.205
H: 3.53522 -1.40944 -2.79749  0.217
C: -0.79472 1.49637 3.39188  0.539
O: -0.32857 1.86662 2.31927  -0.701
N: -1.08670 0.22650 3.68323  -0.407
C: -1.62950 -0.16324 4.97314  -0.402
C: -0.84658 -0.79624 2.67426  -0.415
H: -1.00219 2.19698 4.21404  0.124
H: -0.95940 -0.86654 5.46835  0.207
H: -2.60468 -0.63489 4.84688  0.205
H: -1.74412 0.71449 5.60506  0.216
H: 0.20503 -0.81912 2.39138  0.227
H: -1.43049 -0.59014 1.77656  0.202
H: -1.13407 -1.76558 3.07119  0.215

Results
2S+1 ... 1
LUMO level ... -0.1425 Ha
Charge ... +1
HOMO level ... -11.92 eV
Orbital gap ... 0.295 hartree
Calculated total energy ... -1423.076177 Eh
Molar mass ... 390.2 g mol⁻¹



# 3
Below is a cluster of 4 separate species, C3H6ClF in total, with properties calculated with ωB97M-V/def2-TZVPD.

Last column: natural (NBO) charge in e.
Cartesian coordinates (Å):
C: -0.86273 -0.77099 -0.03833  -0.717
C: -0.10344 0.24002 -0.42469  0.291
C: 0.98596 0.52046 0.55728  -0.655
H: -1.24417 -0.52322 1.09562  0.223
H: -1.73890 -0.83826 -0.64542  0.256
H: -0.51387 -1.79788 -0.06412  0.278
H: 0.70155 -0.67838 1.65603  0.240
H: 0.79428 2.03482 1.14084  0.290
H: 2.33106 0.53136 -0.22711  0.292
F: -0.69726 1.50601 -0.85027  -0.377
Cl: 0.34754 -0.22396 -2.19982  -0.120

Results
2S+1 ... 1
LUMO level ... -0.0076 Ha
HOMO level ... -10.75 eV
Orbital gap ... 0.387 hartree
Calculated total energy ... -677.678762 Eh
Molar mass ... 96.5 g mol⁻¹
Energy above the lowest of the compared OMol25 structures with the same formula, charge and spin ... 7.576 eV



# 4
Below is a structure of composition C27H25MnN5, with properties calculated with ωB97M-V/def2-TZVPD.

Last column: Löwdin spin population.
Cartesian coordinates (Å):
Mn: 1.40980 -0.87211 -0.45072  0.985
C: -4.82517 -1.54158 1.47481  0.000
C: -3.57969 -0.96714 0.86206  0.001
C: -3.03414 0.22924 1.33079  0.000
C: -1.85280 0.73330 0.83034  0.001
C: -1.15091 0.08089 -0.19430  0.003
N: 0.10534 0.49157 -0.65407  0.012
C: 0.31167 1.82139 -0.92361  0.001
C: -0.74627 2.69593 -1.25601  0.004
C: -0.54611 4.01835 -1.57714  -0.001
C: 0.73117 4.57456 -1.62675  0.005
C: 0.95724 6.00034 -2.04016  0.001
C: 1.78767 3.73254 -1.32929  -0.001
C: 1.59647 2.40280 -0.96510  0.004
N: 2.77502 1.66474 -0.63036  0.004
C: 3.90547 2.16599 -0.09910  -0.011
C: 4.86757 1.17918 -0.13341  -0.001
C: 4.22175 0.08481 -0.70255  -0.014
N: 2.95366 0.37395 -1.00170  0.016
C: -1.72658 -1.10395 -0.67196  0.003
C: -2.90130 -1.62721 -0.14803  0.000
N: -1.09212 -1.80262 -1.73731  0.003
C: -1.63441 -2.24066 -2.88550  0.000
C: -0.64622 -2.89081 -3.59234  -0.001
C: 0.48832 -2.78767 -2.78302  -0.005
N: 0.21365 -2.13409 -1.65777  -0.001
H: -5.52004 -0.75309 1.76328  0.000
H: -4.58670 -2.11736 2.37156  0.000
H: -5.33973 -2.20717 0.78191  0.000
H: -3.53684 0.76013 2.13105  0.000
H: -1.43838 1.64759 1.23516  0.000
H: -1.75324 2.30293 -1.26533  0.000
H: -1.40549 4.63189 -1.82114  0.000
H: 0.06732 6.60413 -1.86340  0.000
H: 1.19707 6.07557 -3.10354  0.000
H: 1.78064 6.45262 -1.48652  0.000
H: 2.80155 4.10679 -1.39823  0.000
H: 3.93943 3.17743 0.26272  -0.001
H: 5.87982 1.24457 0.22124  0.000
H: 4.59479 -0.90913 -0.88896  -0.001
H: -3.27107 -2.56965 -0.53445  0.000
H: -2.67001 -2.04932 -3.10517  0.000
H: -0.73223 -3.35808 -4.55588  0.000
H: 1.48625 -3.15545 -2.95439  -0.001
C: 1.93865 -0.99992 1.46852  -0.005
C: 1.00730 -1.89056 2.18855  0.003
C: 1.19308 -3.28017 2.19697  -0.003
C: 0.27733 -4.12766 2.79765  0.000
C: -0.86192 -3.61585 3.40573  -0.004
C: -1.06480 -2.24261 3.40682  0.000
C: -0.14456 -1.39565 2.81216  -0.003
H: 2.98743 -1.32259 1.56790  -0.002
H: 1.90031 0.03227 1.84484  0.006
H: 2.07339 -3.69851 1.72013  0.000
H: 0.45542 -5.19632 2.78814  0.000
H: -1.57746 -4.27747 3.87571  0.000
H: -1.94620 -1.82372 3.87836  0.000
H: -0.32021 -0.32738 2.82078  0.000

Results
2S+1 ... 2
LUMO level (alpha / beta) ... 0.0232 / 0.0243 Ha
HOMO level (alpha / beta) ... -6.52 / -6.52 eV
Orbital gap (alpha / beta) ... 0.263 / 0.264 hartree
Calculated total energy ... -2468.573765 Eh
<S²> ... 1.040
Molar mass ... 474.5 g mol⁻¹



# 5
Below is a cluster of 3 separate species, CH2ClNO2S2 in total, with properties calculated with ωB97M-V/def2-TZVPD.

Last column: natural (NBO) charge in e.
Cartesian coordinates (Å):
C: 0.47552 -1.90389 0.22023  0.237
N: 1.40143 -1.68052 0.91396  -0.674
O: -1.88746 1.78152 0.84099  -0.822
O: -2.13509 2.43243 -1.42669  -0.825
S: -0.99115 -2.06349 -0.31951  0.010
S: -2.00496 1.29538 -0.52545  1.638
Cl: 1.19206 1.65793 -0.57075  -0.275
H: 2.35522 -2.02647 0.96102  0.435
H: 1.59442 0.50711 -0.09380  0.276

Results
2S+1 ... 1
LUMO level ... -0.0374 Ha
HOMO level ... -10.21 eV
Orbital gap ... 0.338 hartree
Calculated total energy ... -1501.079027 Eh
Molar mass ... 159.6 g mol⁻¹
Energy above the lowest of the compared OMol25 structures with the same formula, charge and spin ... 0.204 eV



# 6
Below is the molecule C20H21N3O4S, with properties calculated with ωB97M-V/def2-TZVPD.

Last column: natural (NBO) charge in e.
Cartesian coordinates (Å):
C: 2.30565 -2.76359 -6.48103  -0.634
C: 1.73371 -3.58472 -5.33378  -0.073
O: 0.92858 -2.78545 -4.47172  -0.498
C: 1.56381 -2.06758 -3.53862  0.800
O: 2.76268 -2.08072 -3.36582  -0.632
C: 0.62670 -1.26923 -2.72920  -0.397
C: -0.74626 -1.37775 -3.01459  0.262
N: -1.85882 -1.49738 -3.26923  -0.303
C: 1.15540 -0.48171 -1.75035  0.181
N: 0.47003 0.32364 -0.92711  -0.581
C: 1.02776 1.07443 0.10087  0.137
C: 2.28309 0.77235 0.62953  -0.227
C: 2.85022 1.54792 1.62215  -0.199
C: 2.17399 2.65029 2.11327  -0.236
C: 0.91323 2.94355 1.62803  -0.174
C: 0.32374 2.16752 0.63773  0.093
N: -0.97026 2.47217 0.18523  -0.849
S: -2.21521 1.35131 0.48485  2.307
O: -2.28497 0.47282 -0.64584  -0.925
O: -3.35794 2.14113 0.82150  -0.921
C: -1.58354 0.45781 1.89337  -0.362
C: -1.08863 -0.81921 1.73489  -0.173
C: -0.48591 -1.43264 2.81937  -0.205
C: -0.36677 -0.78070 4.04063  0.001
C: 0.30979 -1.45738 5.19015  -0.636
C: -0.88617 0.51281 4.18930  0.070
C: -0.77856 1.23634 5.49378  -0.648
C: -1.49372 1.12086 3.10058  -0.199
H: 2.85277 -3.41337 -7.15818  0.215
H: 1.50247 -2.27367 -7.02617  0.213
H: 2.98334 -2.00689 -6.09303  0.222
H: 2.54425 -4.03387 -4.74942  0.196
H: 1.06303 -4.36324 -5.70284  0.192
H: 2.23352 -0.50734 -1.65249  0.233
H: -0.53719 0.41045 -1.08134  0.448
H: 2.82155 -0.08806 0.26678  0.219
H: 3.82328 1.28895 2.00940  0.220
H: 2.61491 3.26976 2.87826  0.219
H: 0.36864 3.79409 2.01267  0.206
H: -1.28337 3.38573 0.48187  0.416
H: -1.18825 -1.31436 0.78243  0.246
H: -0.09476 -2.43333 2.71265  0.218
H: 1.16616 -0.87354 5.52487  0.223
H: 0.65362 -2.44825 4.90782  0.222
H: -0.37305 -1.55342 6.03318  0.224
H: 0.26653 1.36271 5.77374  0.221
H: -1.26727 0.67199 6.28665  0.222
H: -1.24272 2.21614 5.42914  0.220
H: -1.91297 2.11214 3.18186  0.226

Results
2S+1 ... 1
LUMO level ... 0.0012 Ha
SMILES ... CCOC(=O)/C(C#N)=C/Nc1ccccc1NS(=O)(=O)c1ccc(C)c(C)c1
HOMO level ... -8.29 eV
Orbital gap ... 0.306 hartree
Calculated total energy ... -1638.151008 Eh
Molar mass ... 399.5 g mol⁻¹
Energy above the lowest of the compared OMol25 structures with the same formula, charge and spin ... 2.357 eV



What is the 2S+1 in the second record? 1